(1)
The following is a DFT calculation (wB97M-V/def2-TZVPD) of an isolated ion of composition C3H5O2S and charge -1 in a non-equilibrium geometry.

XYZ file:
```
11
C3H5O2S wB97M-V/def2-TZVPD
O 0.772 -2.063 0.700
C 0.875 -1.511 -0.413
O 1.429 -1.921 -1.455
C 0.370 -0.008 -0.540
C -0.722 0.306 0.476
S -1.381 1.966 0.202
H 0.003 0.125 -1.564
H 1.209 0.693 -0.526
H -0.314 0.247 1.472
H -1.544 -0.410 0.461
H -0.698 2.575 1.186
```

DFT total energy	-666.04014	Eh
molecular weight	105.14	g mol⁻¹
LUMO energy	3.14	eV
SMILES string	O=C([O-])CCS
net charge	-1

---

(2)
The following is a DFT calculation (wB97M-V/def2-TZVPD) of C26H80CdN6O13 as an isolated structure in a non-equilibrium geometry.

XYZ file:
```
126
C26H80CdN6O13 wB97M-V/def2-TZVPD
Cd 1.444 -1.440 -2.831
O 1.037 -1.618 -0.696
C 0.811 -0.227 -0.278
C 0.145 0.782 -1.402
O 0.866 0.650 -2.682
H 1.748 0.179 0.102
H 0.146 -0.345 0.578
H 0.210 1.802 -1.022
H -0.913 0.527 -1.471
C 2.135 -1.833 3.700
C 3.421 -1.818 2.914
C 4.654 -2.396 3.638
O 5.009 -1.735 4.848
C 5.617 -0.448 4.749
N 3.189 -2.508 1.673
H 2.178 -1.215 4.597
H 1.780 -2.845 3.900
H 1.399 -1.310 3.091
H 3.557 -0.742 2.800
H 5.479 -2.719 3.003
H 4.233 -3.314 4.047
H 5.992 -0.119 5.718
H 4.943 0.346 4.430
H 6.444 -0.468 4.039
H 3.953 -2.307 1.043
H 2.422 -2.081 1.173
C -1.270 6.758 -0.656
C -0.483 5.749 0.110
C -0.988 4.298 0.081
O -2.325 4.147 0.596
C -2.469 2.741 0.883
N 0.887 5.971 -0.334
H -1.581 6.453 -1.655
H -0.911 7.778 -0.791
H -2.199 6.847 -0.094
H -0.429 6.012 1.167
H -0.196 3.678 0.501
H -0.963 3.932 -0.945
H -1.792 2.411 1.671
H -2.341 2.186 -0.046
H -3.506 2.654 1.207
H 0.963 5.959 -1.341
H 1.131 6.901 -0.025
C -3.068 -3.554 1.971
C -2.356 -2.190 1.917
C -1.317 -2.025 3.048
O -2.103 -1.847 4.280
C -1.277 -1.598 5.459
N -1.667 -2.215 0.695
H -2.371 -4.389 1.900
H -3.898 -3.628 1.268
H -3.669 -3.722 2.865
H -3.084 -1.379 1.901
H -0.748 -1.104 2.914
H -0.637 -2.853 3.251
H -0.570 -2.408 5.636
H -1.925 -1.366 6.305
H -0.615 -0.738 5.356
H -1.021 -2.985 0.588
H -0.886 -1.576 0.736
C -4.009 1.784 -3.157
C -4.269 0.345 -2.813
C -5.475 -0.345 -3.515
O -6.653 0.377 -3.260
C -7.868 -0.175 -3.803
N -3.046 -0.326 -3.018
H -4.231 1.931 -4.214
H -2.998 2.154 -2.986
H -4.796 2.372 -2.685
H -4.502 0.478 -1.756
H -5.550 -1.384 -3.197
H -5.340 -0.268 -4.594
H -7.793 -0.060 -4.884
H -8.819 0.208 -3.433
H -7.770 -1.243 -3.608
H -2.762 -0.167 -3.974
H -2.406 0.276 -2.520
C 3.526 3.459 3.401
C 2.889 2.133 3.007
C 1.334 2.214 2.905
O 0.691 2.599 4.163
C -0.723 2.839 4.206
N 3.490 1.586 1.860
H 4.596 3.356 3.221
H 3.409 3.649 4.468
H 3.154 4.308 2.827
H 3.175 1.380 3.741
H 0.998 1.217 2.620
H 1.185 2.933 2.099
H -0.940 3.819 3.781
H -0.911 2.840 5.280
H -1.211 2.000 3.709
H 3.385 2.314 1.168
H 2.944 0.817 1.500
C -1.647 -4.205 -3.831
C -0.498 -3.536 -3.171
C 0.766 -4.307 -3.352
O 1.855 -3.581 -2.841
C 2.989 -4.361 -2.507
N -0.373 -2.111 -3.597
H -1.393 -4.620 -4.806
H -2.419 -3.458 -4.014
H -1.977 -5.018 -3.185
H -0.723 -3.517 -2.105
H 0.915 -4.446 -4.422
H 0.740 -5.251 -2.807
H 3.815 -3.723 -2.193
H 3.442 -4.863 -3.362
H 2.744 -5.089 -1.733
H -0.693 -1.998 -4.549
H -1.158 -1.710 -3.104
O 2.026 -1.213 -4.816
H 2.079 -0.320 -5.157
H 2.541 -1.736 -5.431
O 0.553 -4.047 0.562
H 1.220 -4.251 1.218
H 0.854 -3.232 0.160
O 2.636 2.886 -2.498
H 2.272 3.296 -3.282
H 2.230 2.020 -2.470
O 3.383 -1.150 -2.405
H 3.854 -0.337 -2.589
H 3.994 -1.669 -1.883
O 0.609 2.904 -4.428
H 0.647 2.161 -3.825
H -0.202 3.358 -4.197
```

DFT total energy	-2512.71810	Eh
molecular weight	797.37	g mol⁻¹
LUMO energy	-0.49	eV

---

(3)
The following is a DFT calculation (wB97M-V/def2-TZVPD) of an isolated ion of composition C19H21Cl2O and charge +1 in a non-equilibrium geometry.

XYZ file:
```
43
C19H21Cl2O wB97M-V/def2-TZVPD
C 2.427 2.710 4.537
C 2.537 2.238 3.087
C 2.430 0.729 2.948
C 2.682 0.174 1.551
O 1.482 0.366 0.760
C 1.505 0.080 -0.494
C 0.340 0.352 -1.359
H 2.458 3.803 4.594
H 1.488 2.380 4.999
H 3.256 2.331 5.149
H 1.738 2.683 2.488
H 3.488 2.575 2.667
H 3.173 0.250 3.600
H 1.441 0.399 3.298
H 3.522 0.679 1.049
H 2.866 -0.910 1.589
H 2.453 -0.227 -0.945
H 0.870 0.749 -2.245
H -0.309 1.137 -0.934
Cl -0.887 -3.193 3.651
C -1.003 -2.692 2.021
C -0.181 -3.286 1.051
C -0.184 -2.756 -0.239
C -0.949 -1.623 -0.551
C -0.526 -0.828 -1.784
C -1.611 -0.311 -2.757
C -1.391 -0.523 -4.125
C -2.105 0.189 -5.091
C -3.092 1.091 -4.653
Cl -3.930 2.049 -5.801
C -3.447 1.187 -3.302
C -2.698 0.469 -2.358
C -1.900 -1.181 0.366
C -1.907 -1.687 1.672
H 0.463 -4.119 1.324
H 0.442 -3.220 -1.002
H 0.103 -1.503 -2.377
H -0.639 -1.248 -4.439
H -1.914 0.061 -6.155
H -4.286 1.807 -2.981
H -2.970 0.543 -1.314
H -2.642 -0.443 0.087
H -2.592 -1.277 2.415
```

DFT total energy	-1731.93578	Eh
molecular weight	336.28	g mol⁻¹
LUMO energy	-5.38	eV
net charge	+1

---

(4)
The following is a DFT calculation (wB97M-V/def2-TZVPD) of C10H9F6N5O4PrS3 as an isolated structure in a non-equilibrium geometry.

XYZ file:
```
38
C10H9F6N5O4PrS3 wB97M-V/def2-TZVPD
Pr -1.062 1.023 -0.347
C -0.025 -0.521 4.052
C -0.544 -0.374 2.642
N -0.940 0.829 2.190
N -0.902 1.790 3.046
C -0.985 3.036 2.554
N -0.945 3.908 3.550
S -0.930 3.656 0.942
C -0.372 -1.444 1.683
C 0.634 -2.412 1.634
C 0.697 -3.225 0.503
C -0.403 -3.276 -0.419
C -1.345 -2.248 -0.278
N -1.263 -1.269 0.631
H 0.637 -1.405 4.113
H -0.851 -0.642 4.725
H 0.516 0.428 4.321
H -0.656 3.503 4.491
H -0.946 4.892 3.379
H 1.198 -2.564 2.568
H 1.560 -3.811 0.366
H -0.436 -3.958 -1.223
H -2.312 -2.356 -0.811
F -1.637 -1.680 -3.075
C -1.024 -0.845 -3.993
F 0.219 -1.457 -4.024
F -1.563 -1.003 -5.201
S -0.850 0.900 -3.563
O -1.995 1.271 -2.751
O -0.509 1.451 -4.821
N 0.204 0.897 -2.323
S 1.555 0.311 -1.754
O 1.302 0.719 -0.329
O 2.005 -1.046 -2.007
C 2.787 1.545 -2.528
F 3.903 1.403 -1.756
F 2.240 2.727 -2.394
F 3.037 1.247 -3.793
```

DFT total energy	-3271.76420	Eh
molecular weight	614.31	g mol⁻¹
<S²>	2.002
LUMO energy (alpha / beta)	-4.17 / -4.01	eV
spin multiplicity	3
net charge	+1